(1)
Formula: C28H42Cl16F13NO4S
Source: OMol25
Level of theory: ωB97M-V/def2-TZVPD

XYZ file:
```
105
Properties=species:S:1:pos:R:3
H 0.60847 -1.74450 7.13354
N 0.41805 -2.32807 6.27552
C -0.67620 -1.82851 5.59289
C -1.16908 -2.60406 4.20064
C -1.54965 -1.47400 3.03472
C -1.24074 -2.14629 1.57107
C 0.33825 -2.15591 1.12913
C 0.76340 -0.81872 0.25423
F 0.35205 -1.12919 -1.16629
F -0.06241 0.34005 0.66675
C 2.37956 -0.53366 0.19704
F 2.59783 0.59736 -0.72378
F 2.98272 -1.74263 -0.48121
C 3.11957 -0.42441 1.65416
F 3.53351 -1.84619 1.97688
F 2.12865 -0.10516 2.75064
C 4.49069 0.44066 1.70634
F 5.19543 0.05705 2.98748
F 5.38479 -0.09843 0.61560
C 4.40699 2.04252 1.49783
F 4.66123 2.51080 0.08343
F 5.56863 2.62494 2.27442
C 3.08209 2.80764 2.06394
F 2.90425 2.65002 3.55322
F 1.81151 2.49104 1.37667
F 3.30965 4.28523 1.85362
C -3.11028 -0.89839 3.20034
O -3.07470 0.58989 3.00843
S -1.54006 1.21810 3.53222
O -1.47516 1.75494 5.01466
O -0.90631 2.37409 2.71717
O -0.76129 -0.31796 3.49918
H -1.21524 -0.88148 6.04067
H -2.12939 -3.25477 4.36254
H -0.26169 -3.27780 3.83396
H -1.84433 -1.66207 0.67796
H -1.58125 -3.28721 1.63617
H 0.49751 -3.10881 0.43025
H 0.98338 -2.32780 2.09063
H -3.92064 -1.39980 2.52058
H -3.23721 -0.96577 4.37816
Cl 8.65724 -3.18395 -2.76680
C 7.67345 -2.73394 -1.35097
C 8.37086 -1.70901 -0.47003
Cl 9.79275 -2.39049 0.35927
H 7.43853 -3.64816 -0.79709
H 6.73756 -2.31859 -1.73526
H 7.68615 -1.36244 0.30948
H 8.69827 -0.83833 -1.04652
Cl -4.11083 6.10707 1.02221
C -2.49651 5.35593 1.09072
C -1.66099 5.89541 2.24128
Cl -1.18875 7.59494 1.99125
H -2.00605 5.51802 0.12585
H -2.65298 4.28091 1.21687
H -0.73508 5.31964 2.32941
H -2.19542 5.82755 3.19386
Cl -0.23304 5.10754 -1.48991
C -0.46789 5.82943 -3.10194
C -0.90130 7.28496 -3.02121
Cl -2.55112 7.46106 -2.37238
H -1.19911 5.22060 -3.64269
H 0.49004 5.75511 -3.62437
H -0.90625 7.72675 -4.02190
H -0.22445 7.87275 -2.39351
Cl -2.73317 -2.82708 -1.53940
C -2.96801 -2.10518 -3.15143
C -3.40142 -0.64965 -3.07070
Cl -5.05125 -0.47356 -2.42186
H -3.69924 -2.71402 -3.69218
H -2.01009 -2.17951 -3.67386
H -3.40638 -0.20787 -4.07139
H -2.72458 -0.06186 -2.44300
Cl -7.19658 -4.36198 -3.46399
C -8.18037 -3.91197 -2.04816
C -7.48296 -2.88704 -1.16722
Cl -6.06107 -3.56852 -0.33792
H -8.41529 -4.82619 -1.49428
H -9.11626 -3.49662 -2.43245
H -8.16767 -2.54047 -0.38771
H -7.15555 -2.01636 -1.74371
Cl -7.02904 -6.60629 1.62982
C -8.55723 -5.93761 2.25626
C -9.77169 -6.53160 1.55969
Cl -9.89361 -6.01240 -0.14016
H -8.52149 -4.84935 2.14586
H -8.59017 -6.17066 3.32429
H -10.68602 -6.19754 2.05869
H -9.75330 -7.62560 1.58066
Cl 14.15906 -1.53625 -2.34416
C 13.33570 -1.95095 -0.81936
C 14.03888 -1.35842 0.39199
Cl 15.62146 -2.11998 0.69096
H 13.27150 -3.04158 -0.75458
H 12.31927 -1.55361 -0.89055
H 13.43457 -1.52243 1.28893
H 14.19558 -0.28114 0.28002
Cl -1.43844 5.90226 -6.14693
C -2.35780 5.03483 -7.40283
C -3.64877 4.44054 -6.86140
Cl -3.34897 3.09736 -5.73007
H -1.70691 4.26467 -7.82823
H -2.58370 5.76165 -8.18819
H -4.24392 4.03400 -7.68427
H -4.25274 5.19245 -6.34421
```

## Properties
* orbital gap: 8.827 eV
* SMILES: [H]/N=C/C[C@@]1(CCC(F)(F)C(F)(F)C(F)(F)C(F)(F)C(F)(F)C(F)(F)F)COS(=O)(=O)O1.ClCCCl.ClCCCl.ClCCCl.ClCCCl.ClCCCl.ClCCCl.ClCCCl.ClCCCl
* E_HOMO: -10.099 eV

Mulliken population analysis, charges in e, atoms 1 to 99: H 0.281; N -0.660; C 0.090; C -0.740; C 0.756; C -0.819; C -0.636; C 0.596; F -0.341; F -0.189; C 0.686; F -0.276; F -0.315; C 0.313; F -0.315; F -0.148; C 0.462; F -0.275; F -0.247; C 0.524; F -0.239; F -0.275; C 0.616; F -0.229; F -0.173; F -0.254; C -0.335; O -0.358; S 1.017; O -0.593; O -0.344; O -0.387; H 0.219; H 0.401; H 0.302; H 0.134; H 0.382; H 0.400; H 0.287; H 0.287; H 0.343; Cl -0.194; C -0.360; C -0.111; Cl -0.199; H 0.350; H 0.219; H -0.054; H 0.352; Cl -0.226; C 0.512; C -0.141; Cl -0.206; H -0.372; H 0.071; H -0.004; H 0.384; Cl -0.067; C -0.478; C -0.469; Cl -0.167; H 0.150; H 0.349; H 0.336; H 0.360; Cl -0.121; C -0.555; C -0.404; Cl -0.201; H 0.384; H 0.343; H 0.311; H 0.262; Cl -0.203; C -0.048; C -0.287; Cl -0.124; H -0.134; H 0.381; H 0.303; H 0.111; Cl -0.168; C -0.481; C -0.423; Cl -0.170; H 0.285; H 0.346; H 0.303; H 0.323; Cl -0.192; C -0.232; C -0.376; Cl -0.189; H 0.315; H 0.070; H 0.256; H 0.339; Cl -0.153; C -0.458

=====

(2)
Formula: C22H18HfN2O7S
Source: OMol25
Level of theory: ωB97M-V/def2-TZVPD

XYZ file:
```
51
Properties=species:S:1:pos:R:3
Hf 0.58355 1.07438 -1.10081
O 4.07158 0.97299 -1.60632
C 3.08662 0.31369 -1.72110
O 1.98807 0.66879 -2.47044
C 2.89579 -1.03757 -0.99430
C 1.67364 -1.80761 -1.50837
C 1.64139 -3.23000 -0.98976
C 1.24426 -3.04655 0.48974
C 1.15321 -1.54365 0.62239
O 0.59132 -1.13666 -0.70935
C 2.57050 -0.90720 0.55947
C 2.46324 0.47882 1.20307
O 2.75082 0.68957 2.33787
O 1.83657 1.37807 0.39666
H 3.82120 -1.58956 -1.14649
H 1.46512 -1.68369 -2.56308
H 2.61333 -3.70352 -1.11869
H 0.90329 -3.82019 -1.52730
H 1.97771 -3.44411 1.18815
H 0.28369 -3.51064 0.70315
H 0.51085 -1.16811 1.41471
H 3.26899 -1.47564 1.16654
O -0.35904 0.25568 6.31532
C -1.43496 -0.07255 5.56314
O -2.38657 -0.59341 6.06413
C -1.39671 0.32561 4.11660
C -2.20234 -0.38583 3.23316
C -2.18310 -0.08931 1.88187
C -1.37560 0.94282 1.40545
C -0.61452 1.68800 2.28935
C -0.61884 1.37145 3.63980
N -1.26347 1.16363 -0.01148
C -2.37333 1.03978 -0.77743
C -2.23349 1.02093 -2.18261
C -3.33349 0.96033 -3.05851
C -3.11821 0.94662 -4.40577
C -1.80058 0.99417 -4.91141
C -0.75944 1.04676 -4.03577
N -0.94762 1.04939 -2.68251
H 0.34306 0.60538 5.75623
H -2.82903 -1.17871 3.61972
H -2.77168 -0.68262 1.19247
H -0.01302 2.51261 1.93292
H -0.01846 1.97564 4.31029
H -3.35644 0.98106 -0.32715
H -4.33326 0.93007 -2.64581
H -3.95839 0.90033 -5.08603
H -1.60711 0.98743 -5.97415
H 0.26866 1.07341 -4.37207
S 2.13733 4.41179 -1.87890
C 1.14490 3.34793 -1.59658
```

## Properties
* spin multiplicity: 2
* orbital gap (alpha / beta): 5.465 / 7.223 eV
* ⟨S²⟩: 0.762
* net charge: +1
* E_HOMO (alpha / beta): -10.040 / -11.961 eV

From a Mulliken analysis of the wavefunction, the atomic charges in e read: Hf 1.708; O -0.570; C -0.118; O -0.467; C -0.261; C 0.132; C -1.050; C -0.981; C 0.145; O -0.661; C -0.039; C 0.153; O -0.568; O -0.505; H 0.678; H 0.687; H 0.382; H 0.365; H 0.399; H 0.371; H 0.183; H 0.705; O -0.465; C 0.515; O -0.528; C 0.768; C -1.154; C -0.129; C -0.038; C -0.240; C -0.893; N -0.112; C -0.587; C 0.919; C -1.143; C -0.165; C -0.820; C -0.225; N 0.059; H 0.305; H 0.452; H 0.519; H 0.418; H 0.440; H 0.568; H 0.466; H 0.448; H 0.410; H 0.556; S 0.060; C -0.093

=====

(3)
Formula: CF3MgNO4PrS3
Source: OMol25
Level of theory: ωB97M-V/def2-TZVPD

XYZ file:
```
14
Properties=species:S:1:pos:R:3
Mg -0.74913 2.32919 -0.32460
N 1.02787 1.58466 -0.54759
S 1.44216 0.18391 -0.28162
O 0.49016 -0.86953 0.30631
C 1.54118 -0.72922 -1.90986
F 2.33510 -0.08837 -2.75319
F 0.29994 -0.79167 -2.40697
F 1.98512 -1.96721 -1.73959
Pr -1.62269 -0.96953 0.73019
S -2.86665 1.62618 2.00133
O -1.96593 1.13930 0.66034
S -2.06441 -0.06890 3.30678
O -2.52200 -1.33455 2.39509
O 2.66927 -0.04425 0.56339
```

## Properties
* spin multiplicity: 3
* orbital gap (alpha / beta): 6.885 / 6.882 eV
* ⟨S²⟩: 2.003
* net charge: +1
* E_HOMO (alpha / beta): -12.661 / -12.662 eV

From a Mulliken analysis of the wavefunction, the atomic charges in e read: Mg 0.882; N -0.600; S 0.800; O -0.611; C 0.764; F -0.211; F -0.249; F -0.203; Pr 1.461; S 0.095; O -0.251; S 0.155; O -0.388; O -0.643

=====

(4)
Formula: C14H20N2O4
Source: OMol25
Level of theory: ωB97M-V/def2-TZVPD

XYZ file:
```
40
Properties=species:S:1:pos:R:3
C -1.76141 1.94899 -2.68570
O -0.34501 2.17677 -2.78887
C 0.51294 1.32312 -2.14188
C 1.77679 1.85822 -1.73721
C 2.70963 1.08627 -1.07629
C 3.94850 1.65463 -0.52560
O 4.69954 2.22554 -1.59029
C 2.40272 -0.25174 -0.79743
C 1.17157 -0.81558 -1.14027
C 0.79668 -2.17994 -0.65156
C 0.35224 -2.19696 0.85725
C -0.69216 -1.12665 1.13957
C -1.05991 -1.23334 2.65012
C -2.11067 -0.16889 3.05771
O -1.37823 1.06115 3.31981
C -3.23723 -0.15402 1.96098
O -4.25913 0.44971 2.11554
N -3.08307 -0.74599 0.71330
N -1.90003 -1.44386 0.36621
C 0.20659 -0.00085 -1.82341
H -2.03649 1.67928 -1.66122
H -2.02212 1.11144 -3.36222
H -2.31288 2.85647 -2.95442
H 1.91406 2.92185 -1.90629
H 4.54175 0.91230 -0.00434
H 3.65271 2.41973 0.19732
H 4.73994 1.55951 -2.28181
H 3.12637 -0.90894 -0.30683
H 0.00411 -2.57301 -1.25661
H 1.66765 -2.85088 -0.80805
H 1.24016 -2.01501 1.51801
H -0.06104 -3.20113 1.12809
H -0.29587 -0.10157 0.92853
H -0.20488 -1.03125 3.29200
H -1.48186 -2.23720 2.87127
H -2.57906 -0.45887 3.99441
H -1.94984 1.85402 3.04361
H -3.82471 -0.55437 0.07394
H -2.06856 -2.45093 0.31315
H -0.79977 -0.39804 -2.04053
```

## Properties
* orbital gap: 9.180 eV
* SMILES: COc1cc(CO)cc(CC[C@@H]2C[C@@H](O)C(=O)NN2)c1
* E_HOMO: -8.588 eV

From a Mulliken analysis of the wavefunction, the atomic charges in e read: C -0.675; O -0.458; C 0.321; C -0.525; C 0.361; C -0.604; O -0.527; C -0.540; C 0.476; C -1.483; C -1.031; C 0.409; C -1.139; C 0.330; O -0.566; C 0.188; O -0.642; N -0.322; N -0.176; C -0.159; H 0.246; H 0.296; H 0.264; H 0.473; H 0.313; H 0.325; H 0.350; H 0.310; H 0.429; H 0.475; H 0.350; H 0.479; H 0.220; H 0.390; H 0.297; H 0.340; H 0.368; H 0.273; H 0.342; H 0.221

=====

Calculated total energy per entry: -10506.920400, -1931.462948, -2604.852122, -955.885174 Eh